The following is a DFT calculation (ωB97M-V with the def2-TZVPD basis set) of an isolated molecule of C2H7N5.

Geometry as ORCA input:
```
! wB97M-V def2-TZVPD RIJCOSX def2/J DEFGRID3
* xyz 0 1
N 2.029 -0.257 0.469
N -0.229 0.442 0.204
H -0.093 -0.016 2.124
H 2.721 -0.748 -0.192
C -1.529 0.752 -0.401
N -2.602 0.987 0.308
H -1.570 0.507 -1.527
H -2.230 0.951 1.369
H 1.048 1.133 1.510
N -0.011 0.821 1.396
C 0.977 -0.354 -0.309
N 0.607 -1.120 -1.403
H 1.233 -1.430 -2.215
H -0.348 -1.669 -1.331
*
```

Properties
LUMO energy, eV: 0.46
Relative energy (zero: lowest compared OMol25 entry of this formula, charge and spin), kcal per mole: 76.5
SMILES: [H]/N=C\N(N)/C(N)=N/[H]

---

The following is a DFT calculation (ωB97M-V with the def2-TZVPD basis set) of a cluster of 2 separate species, C25H27NO3 in total.

Geometry as ORCA input:
```
! wB97M-V def2-TZVPD RIJCOSX def2/J DEFGRID3
* xyz 0 1
H 4.317 -0.167 4.882
C 4.081 -0.977 4.175
O 2.265 3.481 0.080
H 0.365 -1.930 2.107
O -0.601 3.755 -0.223
H 3.493 -1.712 4.735
H 1.022 -0.893 -1.265
H 0.401 0.948 2.000
C 3.287 -0.595 2.957
H 0.311 0.357 -2.514
C -1.290 -3.302 2.460
H 3.364 2.977 -2.523
C 2.461 0.938 -2.382
H 5.010 -1.475 3.877
C -0.649 -2.219 1.843
H -0.809 -3.813 3.288
H -4.711 -2.071 -1.226
H 4.073 1.879 -1.293
C -1.310 -1.472 0.877
H 0.678 1.920 -3.326
O -1.522 2.153 -1.522
C 2.092 0.135 3.062
C -2.568 -1.908 0.409
H -2.889 3.494 -0.804
C -3.860 -1.629 -1.748
C 0.781 2.022 -1.154
N -2.777 -1.319 -0.842
H -4.771 2.698 -2.298
C -2.701 2.943 -1.730
H -3.508 -2.324 -2.515
H 1.768 0.522 4.034
H -4.167 -3.276 0.613
C 3.137 2.171 -1.792
C -3.205 -2.985 1.015
C -3.883 2.081 -2.113
H -1.756 0.091 -2.061
H -3.055 -4.571 2.477
H 2.933 0.417 -3.228
H -4.160 1.380 -1.324
C 0.953 1.256 -2.445
C 0.655 -0.388 -0.344
C 1.295 0.332 1.940
C 3.791 -0.879 1.678
C -0.729 -0.608 -0.157
C -2.569 -3.688 2.054
H -3.702 1.512 -3.031
H 4.810 -1.279 1.590
C 2.981 -0.724 0.559
C 1.631 -0.264 0.709
H 3.379 -1.056 -0.407
C -0.484 2.721 -0.859
H -2.459 3.634 -2.548
C 2.084 2.674 -0.808
H 2.601 0.245 -1.547
C -1.728 -0.510 -1.158
H -4.155 -0.702 -2.234
*
```

Properties
LUMO energy, eV: -1.26
Relative energy (zero: lowest compared OMol25 entry of this formula, charge and spin), kcal per mole: 101.6

---

The following is a DFT calculation (ωB97M-V with the def2-TZVPD basis set) of a structure of composition C12H11NO4Zn.

Geometry as ORCA input:
```
! wB97M-V def2-TZVPD RIJCOSX def2/J DEFGRID3
* xyz 2 1
N 0.011 -1.107 -0.052
H 2.149 -0.727 3.971
C 1.212 -0.803 2.033
H -2.223 -0.628 3.911
O 0.008 3.774 -2.821
C -1.244 -0.678 3.393
H -0.909 -1.512 -2.866
C -1.237 -0.749 1.999
H 0.948 -1.508 -2.865
C 1.183 -0.732 3.426
C -0.005 -0.874 1.350
H -2.159 -0.741 1.379
C 0.014 1.934 0.436
Zn 0.015 0.561 -1.586
H -0.053 -0.619 5.181
C -0.039 -0.672 4.097
H -0.904 0.698 -4.082
C 0.010 2.707 -2.393
C -2.167 0.729 -1.471
C 0.016 0.280 -3.684
O 0.012 2.379 1.492
H 2.149 -0.839 1.437
C 2.196 0.736 -1.469
H -0.850 -1.446 -0.498
O -3.304 0.764 -1.377
C 0.018 -0.966 -3.005
H 0.934 0.702 -4.081
H 0.886 -1.442 -0.475
O 3.333 0.778 -1.379
*
```

Properties
LUMO energy, eV: -8.65
Relative energy (zero: lowest compared OMol25 entry of this formula, charge and spin), kcal per mole: 0.0

---

The following is a DFT calculation (ωB97M-V with the def2-TZVPD basis set) of a cluster of 2 separate species, HPS in total.

Geometry as ORCA input:
```
! wB97M-V def2-TZVPD RIJCOSX def2/J DEFGRID3
* xyz 0 1
H -1.042 -1.395 0.861
S -0.380 0.493 -0.714
P 1.422 0.903 -0.147
*
```

Properties
LUMO energy (spin up / spin down), eV: -1.50 / -1.76
Relative energy (zero: lowest compared OMol25 entry of this formula, charge and spin), kcal per mole: 46.9

---

The following is a DFT calculation (ωB97M-V with the def2-TZVPD basis set) of an isolated molecule of C4H7NO.

Geometry as ORCA input:
```
! wB97M-V def2-TZVPD RIJCOSX def2/J DEFGRID3
* xyz 0 1
C -1.348 1.327 -0.858
O -1.637 1.030 0.527
H 1.452 -1.445 1.406
H -2.206 1.355 -1.530
C 1.297 -0.336 -0.816
C -0.990 0.058 -0.258
C 0.459 -0.996 1.343
H 2.076 -1.083 -0.741
H -0.632 2.141 -0.992
N 0.301 -0.337 0.042
H -0.317 -1.753 1.459
H 1.198 0.277 -1.704
H 0.347 -0.238 2.123
*
```

Properties
LUMO energy (spin up / spin down), eV: 0.48 / 0.69
Relative energy (zero: lowest compared OMol25 entry of this formula, charge and spin), kcal per mole: 114.8

---

The following is a DFT calculation (ωB97M-V with the def2-TZVPD basis set) of a structure of composition C31H54AlF9I2O11P.

Geometry as ORCA input:
```
! wB97M-V def2-TZVPD RIJCOSX def2/J DEFGRID3
* xyz -1 1
C -1.247 -3.314 1.376
O -7.947 1.436 -0.853
H -13.090 4.497 1.685
C -12.120 4.835 1.303
C 9.076 2.150 0.745
H 6.774 -2.655 3.160
C -12.679 7.030 2.032
H -11.163 5.352 -0.564
H -3.593 3.652 -6.776
O -11.721 6.057 1.944
H 3.072 -3.899 -2.186
C -1.791 3.594 -5.585
H 6.722 2.150 0.983
H -0.078 -3.064 -4.097
H 1.536 -4.105 -4.002
O 3.723 0.357 0.483
C 1.410 -4.032 1.086
H -4.698 -4.475 2.055
C 12.530 -1.707 1.184
O -2.389 2.776 -4.568
H 0.940 0.989 -0.321
C -2.527 3.439 -6.904
H -5.728 -0.281 -0.639
C -6.122 -0.286 0.470
F 14.488 -2.250 2.479
C 0.708 -3.574 -3.367
O 7.521 0.075 1.153
C 7.660 1.546 1.394
C -7.198 1.887 0.159
F -10.916 8.648 2.312
C -2.082 1.443 -4.610
H 0.217 0.707 1.401
H 5.831 0.044 2.526
F 14.011 -0.136 2.233
H -0.433 -5.157 0.309
F -2.157 0.978 -2.257
C 10.265 -3.764 1.463
H -0.160 -3.549 -0.646
F -4.065 1.011 -3.312
C -2.631 -4.214 1.105
H 7.707 1.764 2.562
H 5.416 -3.062 -0.037
O 11.766 -2.029 2.273
H 9.995 1.673 1.323
H -7.168 -0.821 0.598
H -6.958 4.201 -0.269
C -7.351 3.496 0.580
O -13.825 6.907 1.603
H -4.145 -2.406 -0.192
H -1.004 -3.422 2.523
H -2.452 2.415 -7.283
I 1.926 -0.825 -4.123
H -3.698 -3.051 2.866
F -11.992 8.028 4.105
H -2.826 -4.261 -0.066
H 7.123 -2.623 1.306
C 10.392 -2.352 2.006
H -5.839 -3.003 0.495
C -12.141 8.257 2.769
H -0.723 3.368 -5.685
H 9.858 -2.278 2.959
H 7.590 -0.336 3.263
H 4.791 -4.350 1.189
H 3.341 1.068 -0.118
C 6.468 -2.118 2.141
H 10.732 -4.481 2.146
I 4.430 -1.459 -2.618
H 0.169 -4.332 -2.656
F -2.694 -0.658 -3.593
C -4.786 -2.539 0.805
C 0.704 0.135 0.474
H -8.440 3.778 0.917
C -2.745 0.696 -3.454
H -1.869 4.633 -5.245
Al 2.755 -2.736 0.240
H 1.346 -3.832 2.260
O 5.018 -2.311 1.989
H 9.136 3.322 0.915
H 9.947 -1.614 1.329
C 1.447 -2.318 -2.565
H 10.773 -3.867 0.499
H -12.877 5.738 -0.520
H -4.014 -0.436 1.559
C -12.135 4.997 -0.206
H -5.538 -1.222 2.508
C 2.828 -2.793 -1.821
C -5.021 -1.036 1.463
F -12.952 9.346 2.657
H -2.116 4.115 -7.659
O -1.343 0.936 -5.451
H -11.383 4.075 1.580
O 12.106 -1.682 0.030
O -6.263 1.091 0.971
H -0.058 -0.649 0.053
C -0.088 -4.020 0.422
H -1.440 -2.176 1.080
C -3.959 -3.564 1.835
C 4.690 -3.220 0.873
H 0.754 -1.849 -1.728
H 1.842 -5.135 0.955
H -2.463 -5.329 1.461
H -6.654 3.688 1.523
H 9.214 -4.033 1.328
H 9.113 1.979 -0.413
H -12.369 4.048 -0.696
F 14.821 -1.274 0.559
C 6.867 -0.507 2.345
P 2.357 -0.587 1.102
C 13.954 -1.346 1.607
*
```

Properties
LUMO energy, eV: 1.42

---

Calculated largest force on an atom (Eh/bohr), listed in the same order as above: 0.1650 0.0386 0.0937 0.0336 0.0067 0.1580
Calculated calculated total energy (hartree), listed in the same order as above: -354.06949 -1249.20576 -2598.22196 -739.99818 -286.44878 -4118.93007